Entry 1:
9
Properties=species:S:1:pos:R:3:forces:R:3 method="wB97M-V/def2-TZVPD" de_lowest_kj_mol=92.3 lumo_energy_ev=-0.69 smiles="S=CCC=S" homo_ev=-8.87 homo_lumo_gap_ev=8.18
C -1.231085 -0.003019 -0.321860 1.02 0.30 -0.76
C -0.004980 0.066187 0.581538 -0.77 -0.56 -0.49
C 1.240487 0.125895 -0.242316 0.10 0.25 0.31
H -1.099404 0.496792 -1.300266 -0.11 0.06 0.51
H -0.111415 0.939051 1.224749 0.14 0.24 0.05
H 0.012494 -0.828441 1.195440 -0.01 0.03 0.28
H 1.290729 0.949005 -0.952100 0.00 0.03 -0.12
S -2.555081 -0.845248 -0.083769 -0.52 -0.26 0.33
S 2.458254 -0.900219 -0.101417 0.14 -0.08 -0.10

---

Entry 2:
88
Properties=species:S:1:pos:R:3:forces:R:3 method="wB97M-V/def2-TZVPD" de_lowest_kj_mol=73.3 lumo_energy_ev="-0.06 / -1.24" spin_multiplicity=2 homo_ev="-6.76 / -6.73" homo_lumo_gap_ev="6.70 / 5.49"
Ru 0.328992 -0.104432 -0.020036 2.31 -1.20 -0.76
I -4.691399 -1.167433 -0.504049 0.09 -0.08 0.26
C -3.429786 -1.518284 1.130519 0.27 0.34 -0.34
C -3.875544 -2.201443 2.252495 0.24 -0.09 0.31
C -3.003663 -2.470136 3.285598 -0.40 -0.30 0.26
I -3.751851 -3.563512 4.925090 0.08 0.13 -0.16
C -1.655948 -2.051549 3.254341 -0.29 0.12 -0.47
C -0.716246 -2.272703 4.271359 0.82 0.31 0.00
C 0.552294 -1.758336 4.119109 -0.67 -0.54 0.75
C 0.894481 -1.069829 2.967664 0.05 0.60 -1.01
N 0.065061 -0.885807 1.948562 -0.04 -0.23 0.31
C -1.215357 -1.349834 2.095701 0.10 -0.19 0.49
C -2.098714 -1.087305 1.008098 -0.56 0.25 -0.72
O -1.661540 -0.478385 -0.040745 -0.62 -0.09 0.38
H -4.901066 -2.536799 2.315517 -0.02 0.01 -0.05
H -0.983183 -2.815886 5.166043 -0.07 -0.02 0.00
H 1.283367 -1.886036 4.905197 0.06 0.03 -0.04
H 1.873178 -0.626510 2.867432 0.00 -0.06 -0.01
O 0.149887 0.613668 -1.899744 -0.26 0.15 -0.24
C 0.943707 1.292622 -2.654842 0.25 -0.04 0.24
C 0.479404 1.655915 -3.945535 -0.06 0.03 -0.05
C 1.236834 2.405621 -4.807866 -0.04 -0.08 0.13
C 2.520146 2.818619 -4.435900 0.19 0.14 -0.10
C 3.010585 2.458784 -3.202874 -0.04 -0.03 0.06
C 2.258455 1.701719 -2.289677 -0.38 0.17 -0.24
C 2.844518 1.281190 -1.034692 0.18 -0.25 0.12
N 2.377499 0.385423 -0.168645 -0.24 0.18 -0.01
C 3.350064 0.193841 0.779625 0.16 -0.02 0.04
C 4.414785 0.988476 0.512768 0.03 -0.11 0.10
N 4.083521 1.668019 -0.631612 -0.05 0.03 -0.01
H -0.515067 1.319788 -4.209696 -0.03 0.02 0.01
H 0.842764 2.675691 -5.780094 -0.01 -0.02 0.00
H 3.128513 3.397974 -5.117591 0.01 0.00 0.02
H 4.023455 2.755094 -2.952957 0.00 0.02 -0.02
H 3.230562 -0.519532 1.572863 0.04 0.01 -0.03
H 5.352929 1.129071 1.018124 -0.01 -0.01 0.00
H 4.651099 2.363174 -1.077451 -0.01 -0.01 -0.08
C 0.765119 -5.544033 0.383673 0.00 0.31 -0.29
Si -0.281623 -4.533798 -0.830930 -0.48 -0.45 0.32
C -0.477615 -5.431380 -2.487484 0.26 0.37 0.19
C -1.995492 -4.294792 -0.079981 0.37 0.17 -0.15
As 0.761158 -2.418721 -1.095407 -0.32 0.91 0.53
Si 2.455684 -2.855384 -2.678427 0.86 0.16 -0.55
C 3.413090 -4.423648 -2.201985 -0.48 0.15 0.12
C 1.765346 -3.003790 -4.434550 -0.22 -0.03 0.45
C 3.732331 -1.461417 -2.712932 -0.35 -0.08 0.22
H 0.307953 -6.511079 0.599647 -0.07 -0.01 -0.05
H 0.860846 -4.994598 1.322594 -0.01 -0.01 0.02
H 1.769616 -5.716726 -0.006148 0.01 -0.03 0.02
H -1.033541 -6.361071 -2.357644 -0.01 -0.01 0.10
H 0.489031 -5.669890 -2.934577 -0.02 -0.03 -0.03
H -1.027791 -4.802295 -3.189471 -0.02 -0.01 -0.01
H -2.532890 -5.240978 0.006637 0.08 -0.08 -0.03
H -2.594262 -3.620077 -0.695385 -0.02 0.00 0.02
H -1.918792 -3.857966 0.917847 -0.03 -0.04 -0.01
H 2.793591 -5.319986 -2.270164 0.04 -0.03 0.01
H 3.774218 -4.344010 -1.174672 0.02 -0.01 0.00
H 4.276840 -4.555880 -2.855064 -0.01 0.07 -0.08
H 1.055882 -3.827526 -4.526837 0.00 0.00 -0.03
H 2.571558 -3.163156 -5.152517 0.09 -0.01 0.06
H 1.246147 -2.082265 -4.705136 0.00 0.01 0.00
H 4.116046 -1.252586 -1.711384 0.01 0.02 0.00
H 3.293296 -0.543954 -3.107713 0.00 0.01 0.00
H 4.576967 -1.732581 -3.349773 -0.04 -0.12 -0.04
O 0.629199 2.314548 0.847338 0.34 -0.86 -0.41
S -0.841425 2.251708 1.096866 -1.41 1.16 0.31
C -1.235415 3.751539 2.041201 0.01 -0.30 0.13
C -2.286480 3.695802 2.942032 0.01 -0.11 -0.05
C -2.610991 4.822706 3.683703 -0.02 0.03 -0.02
C -1.884557 5.992065 3.515303 -0.02 0.02 0.02
C -0.821581 6.032643 2.621155 0.00 -0.04 -0.01
C -0.489912 4.906919 1.884594 0.15 0.02 -0.05
C -1.653125 2.830923 -0.404143 0.01 -0.09 0.05
C -0.991614 3.700236 -1.253162 0.16 -0.02 0.02
C -1.644283 4.164689 -2.382419 0.03 -0.01 -0.03
C -2.936638 3.741346 -2.662609 -0.04 -0.03 -0.02
C -3.582701 2.855611 -1.811890 -0.01 0.09 -0.05
C -2.942647 2.407794 -0.667839 0.01 -0.11 0.15
H -2.843218 2.773340 3.063334 -0.01 0.01 0.02
H -3.424787 4.782404 4.395753 -0.01 0.02 -0.02
H -2.143669 6.874631 4.085627 0.02 -0.01 0.02
H -0.247810 6.941838 2.498008 -0.01 0.01 0.01
H 0.349071 4.918287 1.200237 0.00 -0.01 0.00
H 0.030365 3.986945 -1.038141 0.02 -0.01 -0.04
H -1.136664 4.843056 -3.055239 0.02 0.00 -0.01
H -3.438011 4.096300 -3.554283 0.01 -0.01 0.00
H -4.579502 2.504318 -2.045157 -0.01 0.01 0.04
H -3.435720 1.722577 0.007409 -0.01 -0.11 -0.02

---

Entry 3:
69
Properties=species:S:1:pos:R:3:forces:R:3 method="wB97M-V/def2-TZVPD" de_lowest_kj_mol=824.8 lumo_energy_ev="-2.43 / -3.38" charge=+1 spin_multiplicity=2 homo_ev="-11.02 / -10.86" homo_lumo_gap_ev="8.59 / 7.48"
Ir -0.330153 -0.290165 0.754582 4.95 0.45 3.47
C -1.117481 -2.169677 -3.103128 0.13 0.06 0.04
C -1.796218 -1.629227 -1.846225 0.28 0.32 -0.33
C -2.502649 -0.232936 -2.134336 -0.12 -0.11 0.59
C -1.911515 1.205294 -2.294692 0.11 0.18 -0.47
C -1.016971 1.390845 -3.508698 0.15 -0.09 0.06
C -3.055116 2.200711 -2.329367 -0.07 -0.02 0.20
N -1.014371 1.339300 -0.995127 -3.52 2.64 -2.25
C -0.918399 2.633625 -0.158206 0.07 -0.38 0.43
C -0.055651 2.656779 1.206544 -0.41 -0.39 0.47
N 0.102948 1.340704 2.108494 -0.66 -0.73 -0.25
C -1.005651 1.295353 3.095002 -0.14 0.39 0.06
C -2.263068 1.211414 2.240938 -0.03 -0.19 -0.43
O -3.161487 2.011427 2.251798 0.02 -0.15 0.23
O -2.211318 0.184098 1.380855 -0.17 0.60 -0.67
C 1.491106 1.073171 2.718464 0.10 -0.12 0.00
C 1.488445 -0.106997 3.699057 -0.11 0.16 0.19
C 2.760108 0.837642 1.798361 -0.23 0.10 -0.40
C 2.912877 -0.128076 0.517708 -0.13 0.17 0.36
C 3.332081 0.666149 -0.723466 0.15 -0.21 -0.17
C 4.074058 -1.095500 0.786306 -0.13 -0.17 0.26
N 1.662140 -0.996138 0.315228 -0.10 -0.72 1.17
C 1.559595 -1.881614 -0.866818 -0.05 0.72 -0.34
C 0.288383 -2.675901 -0.696066 -0.13 -0.51 -0.28
N -0.968408 -1.853799 -0.550745 0.06 -0.10 0.60
C -1.832633 -2.617743 0.443883 -0.15 -0.08 0.29
C -1.194745 -2.750234 1.868669 -0.09 -0.50 -0.91
O -1.504159 -3.678789 2.565310 -0.15 0.13 0.07
O -0.272949 -1.866952 2.124372 -0.83 0.58 -0.35
H -1.762361 -1.959138 -3.954412 0.02 0.01 -0.03
H -0.992789 -3.249256 -3.067699 -0.01 -0.01 -0.01
H -0.143071 -1.722757 -3.304269 -0.01 0.05 0.01
H -2.676291 -2.251557 -1.685256 0.02 -0.06 -0.04
H -3.270043 -0.145394 -1.353991 0.00 0.09 -0.02
H -3.052731 -0.400443 -3.061052 -0.07 -0.16 0.05
H -1.593834 1.238282 -4.419855 0.00 -0.01 -0.01
H -0.180367 0.685132 -3.524259 -0.03 -0.01 0.01
H -0.606723 2.401254 -3.534568 -0.02 0.02 -0.01
H -3.681312 1.984354 -3.194991 -0.01 0.01 0.00
H -2.687858 3.221321 -2.430810 0.02 0.00 0.00
H -3.685755 2.139278 -1.440428 0.01 0.00 0.02
H -0.213765 0.918577 -1.446930 0.88 -0.19 1.66
H -1.764797 0.830069 -0.524034 1.17 -0.79 1.23
H -1.961364 2.834396 0.084505 0.01 0.08 -0.05
H -0.550598 3.431045 -0.798144 0.16 -0.01 0.06
H -0.548619 3.379401 1.876859 -0.31 -0.15 -0.12
H 0.890716 3.112987 0.947279 0.22 -0.23 0.33
H -1.034319 2.171025 3.743598 0.03 0.03 -0.02
H -0.933100 0.396479 3.696041 -0.06 -0.06 -0.05
H 1.697584 1.963797 3.321919 0.18 0.10 -0.19
H 1.469428 -1.069979 3.200885 -0.04 -0.02 -0.02
H 0.683398 -0.097135 4.426239 0.02 -0.01 0.05
H 2.414491 -0.039194 4.268131 0.00 0.00 0.01
H 3.491317 0.480080 2.529109 0.03 0.07 -0.04
H 3.141146 1.802390 1.466508 -0.15 0.04 -0.09
H 4.248102 1.208868 -0.484824 0.05 -0.09 0.00
H 2.591642 1.374682 -1.059512 -0.03 0.03 0.04
H 3.573197 -0.010792 -1.548807 0.05 0.00 0.04
H 4.966411 -0.521938 1.033011 0.02 -0.01 0.00
H 4.309621 -1.705028 -0.086697 -0.01 0.01 -0.01
H 3.867748 -1.762810 1.628532 0.00 0.03 0.03
H 1.739440 -1.644224 1.104961 -0.13 -0.07 -0.03
H 2.399387 -2.574086 -0.951291 0.04 0.03 0.08
H 1.551124 -1.266377 -1.769816 -0.03 0.04 0.05
H 0.394317 -3.233503 0.232736 -0.06 -0.01 0.01
H 0.190528 -3.433761 -1.469640 -0.04 0.09 -0.08
H -2.018137 -3.640861 0.110778 0.00 0.08 -0.26
H -2.783257 -2.095576 0.546924 0.02 0.04 -0.03
O 0.982693 1.177628 0.224575 -0.76 -0.99 -4.13

---

Energy across the listed records, respectively: -24844.6846; -154792.8987; -40397.1327 eV.